C25H55B2N9O26P | ωB97M-V/def2-TZVPD

## Properties
2S+1: 1
Molecular weight, g mol⁻¹: 950.4
E_LUMO, hartree: 0.050
Charge: -1

Last column: Mulliken charge in e.
CARTESIAN COORDINATES (ANGSTROEM)
C: -2.312 1.343 3.281  -0.84
H: 6.281 0.005 3.122  0.24
O: -2.551 -2.108 2.882  -0.70
O: 2.109 -0.376 8.649  -0.58
N: -1.424 -2.329 -7.175  0.92
H: 2.250 6.201 5.936  0.28
O: -0.333 4.592 -8.025  -0.56
H: -3.523 2.923 1.170  0.08
O: 4.116 0.239 1.731  -0.50
H: 2.380 -1.217 0.676  0.11
C: 5.389 -0.475 3.510  -0.76
H: -1.928 -8.737 -5.050  0.29
C: 0.754 -4.225 -4.849  -0.54
H: -0.377 2.547 -3.843  -0.10
C: 3.223 5.717 5.986  -0.72
N: -0.803 -3.664 5.711  0.87
C: -4.449 2.298 1.198  -0.01
C: -1.002 0.567 2.857  -0.24
H: 6.955 4.476 2.081  0.33
C: -1.823 -0.942 -7.521  -0.71
H: -1.009 3.541 0.475  -0.04
O: -1.892 3.676 -1.829  -0.65
H: -1.756 -0.347 -6.615  0.27
O: -5.556 1.527 3.142  -0.64
B: -0.898 2.637 -1.676  1.25
C: -0.161 -2.469 -3.054  -1.12
H: 0.995 0.909 5.954  0.30
H: -1.153 0.962 -3.208  0.26
H: 1.868 4.351 -6.681  0.31
N: -5.530 1.133 -4.308  0.88
H: 0.930 -2.056 1.310  0.25
O: -1.878 -0.843 0.834  -0.10
O: 4.341 5.219 4.023  -0.51
H: -1.402 4.475 -1.558  0.25
N: 0.044 3.623 -7.397  0.90
O: 4.170 -1.883 2.132  -0.55
H: -0.660 -5.001 7.328  0.34
H: 0.856 -4.165 6.878  0.27
H: -0.446 -3.272 7.732  0.28
C: 0.584 0.081 0.768  -0.39
H: 2.817 -4.298 -2.874  0.30
H: -2.332 2.388 2.871  0.26
H: 0.861 3.345 -0.373  -0.11
H: 0.578 1.368 -2.895  0.25
H: -2.119 -3.660 0.566  0.24
C: -4.630 1.467 -0.115  -0.41
O: -0.278 2.473 -7.611  -0.50
H: -2.235 1.475 4.403  0.31
O: 0.690 -7.426 -4.420  -0.55
P: -0.173 2.385 0.098  -0.43
C: -0.940 0.121 1.325  0.16
C: 2.104 -2.912 -1.320  -0.50
C: 1.995 -3.607 -2.593  -0.74
O: 4.185 7.293 4.606  -0.54
O: -5.029 0.566 -3.368  -0.45
H: -1.856 -7.203 -5.979  0.28
O: -2.090 -2.902 -6.326  -0.53
H: -7.208 2.186 -5.015  0.31
O: -0.466 -2.792 -7.761  -0.53
C: 6.310 4.082 2.862  -0.66
O: -0.407 -2.622 5.225  -0.48
H: -0.184 1.337 2.949  0.45
O: 0.356 -8.521 -6.252  -0.55
H: 0.763 -5.322 -4.602  -0.03
H: -7.548 0.893 -3.825  0.30
C: 0.904 0.195 6.767  -0.64
O: 0.838 1.006 -0.302  -0.60
H: -1.045 -2.311 -3.720  0.33
H: -2.843 -0.978 -7.893  0.29
N: 3.980 6.109 4.768  0.85
H: 5.280 4.055 2.532  0.29
O: -5.029 1.274 -5.405  -0.55
O: -1.629 -4.400 5.221  -0.54
C: -1.490 -7.744 -5.110  -0.72
C: 1.071 -1.970 -0.852  -0.13
H: 5.635 -1.424 3.978  0.33
H: -6.805 2.437 -3.289  0.28
H: -5.182 0.504 0.005  0.36
H: -5.305 3.023 1.238  0.46
H: -0.241 -4.008 -5.342  0.02
H: 1.618 -4.030 -5.527  0.32
B: -1.957 -2.001 1.620  0.82
O: 2.886 1.207 7.400  -0.54
N: -0.022 -7.911 -5.272  0.89
O: 6.093 2.101 4.018  -0.51
H: 1.180 0.537 1.605  0.28
N: 6.722 2.684 3.160  0.93
C: 0.860 -3.432 -3.498  0.82
C: 0.980 3.877 -6.269  -0.73
H: -0.735 -0.255 3.567  0.18
H: -1.919 -2.649 3.405  0.13
H: 0.003 0.383 7.345  0.31
H: -1.679 -7.183 -4.199  0.31
H: 2.976 -3.065 -0.647  0.35
C: -0.217 -4.060 7.018  -0.78
O: 7.652 2.220 2.530  -0.57
C: -4.529 1.476 2.517  0.30
H: 0.924 -0.825 6.388  0.19
H: -0.861 -1.055 -1.519  0.44
H: -1.147 -0.565 -8.282  0.30
H: 3.789 6.060 6.849  0.28
C: -0.046 -1.764 -1.764  0.19
H: 0.440 2.624 1.395  -0.07
H: 6.418 4.653 3.775  0.23
H: -3.663 1.224 -0.630  -0.04
O: -1.417 -3.213 1.065  -0.51
H: 1.230 2.929 -5.801  0.31
N: 2.066 0.358 7.681  0.98
C: -0.452 1.805 -2.989  -0.61
H: 3.117 4.636 5.998  0.30
H: 4.863 0.173 4.203  0.29
O: -1.438 1.323 0.690  -0.04
C: 1.272 -1.310 0.544  -0.23
N: 4.482 -0.729 2.360  0.97
H: -5.209 2.076 -0.865  0.01
O: -3.546 0.647 3.032  -0.30
H: 0.474 4.532 -5.564  0.27
C: -6.883 1.710 -4.094  -0.78

Force components x, y, z for each atom (eV/Å):
1.2 -0.1 0.7
-0.1 0.0 0.0
1.6 0.4 -0.5
0.1 0.0 0.0
-0.1 0.0 0.1
0.1 0.1 0.0
0.0 -0.1 0.0
-0.5 -0.7 -0.2
0.0 -0.1 0.0
-1.1 0.1 -0.1
0.0 -0.5 0.2
0.0 0.0 -0.1
-0.5 -0.1 1.1
-0.5 -0.9 0.5
-0.1 -0.3 0.2
0.0 -0.2 0.2
0.3 0.3 -0.1
0.0 -0.3 -0.1
0.0 -0.2 0.0
0.1 0.3 -0.1
-0.1 0.3 0.2
1.8 -0.4 -0.6
-0.1 0.0 0.0
-0.3 -0.2 0.0
-0.9 -0.8 -0.5
1.8 -0.8 1.0
0.1 0.0 0.1
0.4 0.8 0.0
-0.1 0.1 0.0
-0.1 0.1 -0.1
0.1 0.7 -0.5
1.0 -1.5 2.1
-0.6 0.7 0.4
-0.7 -0.2 0.5
0.1 0.0 0.1
0.0 0.0 -0.1
0.0 0.1 -0.1
0.0 0.1 0.0
0.1 0.0 -0.1
1.6 -0.4 0.9
-0.7 0.5 0.1
0.1 -1.2 0.0
0.2 0.3 -0.3
-1.0 0.2 0.2
0.5 0.0 0.1
0.4 -0.1 -0.9
-0.1 0.1 -0.1
-0.2 -0.2 -0.9
0.1 -0.3 -0.1
-0.4 2.1 -0.7
-0.7 4.0 -1.5
-1.9 0.7 -0.9
-1.0 1.0 0.6
0.1 -0.1 -0.1
0.1 -0.1 0.1
0.0 -0.1 0.0
0.3 0.1 -0.4
0.1 -0.1 0.0
-0.2 -0.2 0.2
0.5 -0.1 -0.5
0.0 0.0 -0.1
-0.8 -0.7 -0.2
0.0 0.0 0.0
0.1 1.2 -0.3
0.1 0.1 0.1
-0.1 0.1 -0.3
-1.6 -1.3 1.4
0.8 0.0 0.8
0.0 0.0 0.2
-0.2 -0.1 0.1
0.1 -0.1 0.1
0.1 0.0 -0.1
0.0 0.1 -0.1
-0.2 0.1 0.2
0.1 -1.3 -2.2
-0.1 0.0 -0.1
0.0 -0.1 0.1
0.3 0.8 0.2
0.7 -0.8 0.4
1.3 -0.1 0.4
-0.8 0.0 0.4
-0.1 -0.8 -0.7
0.1 -0.1 0.2
-0.1 0.0 0.1
0.3 0.4 0.1
-0.6 -0.7 -0.2
0.0 0.4 -0.2
0.0 1.3 1.7
0.2 -0.2 0.2
-0.5 0.5 -0.4
-0.9 0.0 -0.2
0.1 -0.1 0.0
0.1 0.0 -0.1
-0.6 0.0 -0.7
0.0 -0.2 0.2
0.0 -0.2 0.2
-0.7 0.1 0.1
-0.1 0.0 0.1
0.7 -0.5 0.0
0.0 -0.1 0.1
-0.1 0.1 -0.1
0.9 -1.1 -0.8
0.1 -1.0 0.1
-0.1 -0.1 0.0
-0.8 0.2 0.8
-0.9 0.8 0.2
-0.1 0.0 -0.1
-0.1 0.1 -0.2
0.7 0.7 -0.3
0.1 0.1 -0.1
0.1 0.1 -0.1
1.1 -1.0 0.5
-0.3 -0.3 -1.0
0.1 -0.1 0.2
0.5 -0.5 0.8
0.3 1.3 -1.0
0.0 0.0 -0.1
-0.2 0.2 -0.1

***

C31H33O2Si | ωB97M-V/def2-TZVPD

## Properties
2S+1: 1
Molecular weight, g mol⁻¹: 465.7
E_LUMO, hartree: -0.183
Charge: +1

Last column: Mulliken charge in e.
CARTESIAN COORDINATES (ANGSTROEM)
H: 2.824 -1.424 -3.065  0.30
C: -4.319 -0.158 -1.031  -1.14
C: -0.344 -2.927 -3.118  -0.92
C: -0.786 0.729 -0.120  -1.23
H: 0.545 -2.451 -1.186  0.36
C: 0.078 0.169 -1.029  -0.53
H: 2.226 3.262 -1.844  0.30
H: 1.841 -0.359 -4.095  0.28
C: -4.060 0.663 4.105  -0.41
H: 0.558 1.132 2.910  0.58
C: -3.252 -0.897 2.449  -0.38
C: 1.372 -1.991 1.731  -0.13
H: 6.406 0.198 2.864  0.26
C: 1.155 0.259 2.642  -0.82
H: -0.070 -3.981 -3.064  0.43
C: 2.716 -0.397 -3.434  -0.97
H: 1.211 2.560 -3.127  0.32
H: 0.901 -2.906 1.364  0.53
C: -0.357 -0.732 -2.119  0.56
C: -0.001 -2.090 -2.061  0.17
C: -1.369 -1.063 -4.287  -0.95
C: -2.982 -0.257 -0.665  0.22
O: 1.411 0.413 -0.916  -0.21
H: -0.662 0.427 4.244  0.78
H: -5.917 1.174 -1.603  0.44
H: -2.540 1.617 5.322  0.42
C: 2.526 0.337 2.791  -1.02
Si: 2.623 0.828 -2.038  0.21
C: -1.053 -0.217 -3.226  0.16
H: -0.388 1.348 0.686  1.05
H: -1.166 -1.628 1.034  0.42
C: 0.538 -0.898 2.106  1.19
H: -1.888 -0.654 -5.155  0.43
H: -4.908 -1.069 -1.139  0.44
C: -4.102 2.256 -1.110  -0.69
C: 2.737 -1.902 1.813  -0.81
C: 5.347 0.417 2.988  -0.85
H: 3.393 -2.711 1.494  0.47
O: 4.693 -0.653 2.268  -0.40
C: -4.881 1.102 -1.270  -0.56
H: -2.155 3.042 -0.520  0.45
H: -1.324 0.841 -3.224  0.47
H: 2.983 1.223 3.242  0.41
H: -2.511 -1.231 -0.520  0.67
H: 5.109 1.397 2.555  0.32
H: -4.890 1.153 4.611  0.42
H: 5.023 1.050 -1.615  0.44
H: 4.331 -0.209 -0.561  0.26
C: -2.784 2.159 -0.668  -0.27
C: -1.676 0.295 3.869  -0.34
H: -3.437 -1.661 1.689  0.45
H: 4.095 1.500 -0.162  0.20
H: -1.269 -3.075 -5.061  0.42
H: 3.607 -0.150 -4.030  0.45
H: 5.076 0.403 4.054  0.37
C: 3.333 -0.722 2.318  0.62
H: -4.524 3.239 -1.328  0.43
C: 2.206 2.530 -2.662  -1.07
C: -2.741 0.927 4.502  -0.86
C: 4.157 0.785 -0.991  -0.93
C: -1.014 -2.414 -4.233  -0.55
H: -5.332 -0.576 2.860  0.41
C: -1.903 -0.514 2.716  1.02
C: -0.864 -0.944 1.832  -1.25
C: -2.196 0.890 -0.476  0.38
H: 2.949 2.829 -3.415  0.40
C: -4.307 -0.296 3.111  -0.63

Force components x, y, z for each atom (eV/Å):
0.0 0.2 -0.1
0.0 0.2 -0.1
0.0 0.0 0.0
0.8 0.4 -0.4
-0.1 0.0 -0.3
0.6 0.8 0.8
0.0 -0.1 -0.2
0.2 0.0 0.1
0.3 -0.4 -0.3
0.2 -0.3 -0.2
0.4 0.3 -0.5
-0.4 0.4 -0.4
-0.1 0.2 0.1
0.1 -0.3 0.1
-0.1 0.2 -0.1
0.1 0.0 -0.1
0.2 0.0 0.0
0.2 0.3 0.0
0.1 -0.1 -0.6
-0.2 0.6 -0.1
0.0 0.0 0.1
-0.1 0.4 0.0
-1.1 -0.6 0.4
-0.4 0.1 -0.1
0.3 0.0 0.1
-0.1 -0.3 -0.2
0.4 -0.2 0.0
-0.2 -0.2 0.0
0.3 -0.3 0.4
0.1 0.1 -0.5
0.0 0.1 0.4
0.6 0.4 -0.1
0.1 -0.2 0.2
0.1 0.3 -0.1
-0.1 -0.1 0.1
0.4 0.3 0.2
-0.1 -0.3 -0.2
-0.2 0.2 0.1
-1.1 0.1 0.5
0.2 -0.1 0.0
-0.3 -0.2 -0.1
0.0 -0.3 -0.1
-0.2 -0.3 -0.3
-0.3 0.2 -0.1
0.1 -0.2 0.0
0.2 -0.1 -0.2
-0.1 -0.1 0.2
0.0 0.1 -0.1
0.5 -0.6 0.0
-0.2 0.2 -0.3
0.0 0.4 0.2
0.0 -0.1 -0.2
0.1 0.2 0.2
-0.2 -0.1 0.1
0.1 -0.1 -0.3
0.5 0.3 0.0
0.1 -0.3 0.1
0.1 0.1 0.0
0.2 -0.2 0.0
0.1 0.1 0.0
0.0 0.0 0.1
0.3 0.1 0.1
-0.5 0.3 0.2
0.1 -1.2 0.8
-1.3 -0.4 0.1
-0.2 0.0 0.1
-0.1 0.0 0.3

***

ClH18O13 | ωB97M-V/def2-TZVPD

## Properties
2S+1: 1
Molecular weight, g mol⁻¹: 261.6
E_LUMO, hartree: 0.082
Charge: -1

Last column: Mulliken charge in e.
CARTESIAN COORDINATES (ANGSTROEM)
O: 1.729 -4.662 -4.647  -0.65
H: -0.202 1.940 -7.267  0.31
O: 1.332 6.850 -2.144  -0.64
O: -0.639 4.399 2.681  -0.65
O: 0.224 1.309 -1.066  -0.65
O: 1.701 -2.038 5.888  -0.64
O: -1.644 0.374 -0.071  -0.67
H: 2.017 6.395 -2.633  0.32
H: -4.187 3.423 -1.814  0.34
H: 1.305 6.403 -1.298  0.33
H: -2.123 -4.784 2.289  0.32
O: 0.333 -0.805 -0.193  -0.65
O: -4.678 4.055 -2.339  -0.65
H: -1.061 3.612 2.335  0.34
O: 0.501 2.083 -6.633  -0.65
H: 1.234 -3.846 -4.572  0.34
H: 0.266 4.133 2.845  0.31
O: -3.327 -2.655 5.016  -0.63
H: -4.784 3.630 -3.190  0.31
O: 6.259 -2.050 2.176  -0.65
O: -0.912 -0.427 -2.188  -0.67
H: -1.086 -4.804 1.186  0.33
H: -3.661 -2.386 5.872  0.30
Cl: -0.499 0.104 -0.889  1.64
H: 1.996 -2.948 5.866  0.31
H: 6.526 -2.933 1.922  0.31
H: 0.216 1.614 -5.849  0.34
O: -1.823 -5.301 1.541  -0.65
H: -3.937 -2.268 4.388  0.32
H: 0.944 -2.016 5.303  0.33
H: 2.611 -4.436 -4.352  0.31
H: 5.368 -1.962 1.839  0.33

Force components x, y, z for each atom (eV/Å):
0.0 -0.3 -0.2
-0.2 0.0 -0.1
0.0 0.3 -0.1
-0.1 0.3 0.2
0.8 1.6 -0.7
0.1 0.1 0.2
-1.1 0.1 0.2
0.1 -0.2 -0.1
0.2 -0.2 0.2
-0.1 -0.2 0.2
-0.1 0.2 0.2
1.0 -1.7 0.5
-0.2 0.3 0.0
-0.1 -0.3 -0.2
0.2 0.1 -0.2
-0.2 0.2 0.1
0.2 -0.1 0.0
0.2 -0.2 0.0
0.0 -0.1 -0.2
0.2 0.1 0.1
0.2 0.1 0.7
0.2 0.2 -0.2
0.0 0.1 0.2
-0.9 0.0 -0.7
0.1 -0.2 0.0
0.1 -0.2 -0.1
0.0 -0.1 0.4
-0.1 -0.3 0.0
-0.1 0.1 -0.3
-0.2 0.1 -0.2
0.2 0.1 0.1
-0.3 0.1 -0.1

***

HOMO energy? In order: -3.6, -10.6, -6.2 eV.
Gap between HOMO and LUMO? In order: 4.965, 5.641, 8.425 eV.
Strongest force on any atom? In order: 4.378, 1.384, 2.041 eV/Å.